1.
Below is the molecule C21H22ClN3OS, with properties calculated with the ωB97M-V functional and the def2-TZVPD basis.

Computed properties:
- Total energy: -1911.309345 Ha
- Frontier orbital gap: 8.357 eV
- HOMO: -7.8 eV
- Energy relative to the best compared isomer or geometry (same formula, charge and spin): 100.1 kJ/mol
- SMILES: Cc1cc(Cl)ccc1Oc1ncc(CN2CCN(c3ccccc3)CC2)s1

XYZ file:
```
49
Properties=species:S:1:pos:R:3:forces:R:3
Cl 2.411116 2.971781 -3.483509 0.1 0.1 -0.3
S -1.282387 1.015217 1.630684 0.5 -0.2 0.7
O 1.210901 1.938003 2.161204 0.7 0.5 0.0
N -2.941167 -1.994387 1.406165 -0.1 -0.1 -0.1
N 0.344169 0.260730 3.484301 1.1 0.5 0.1
N -1.850116 -3.282594 -0.905961 -0.2 -0.3 0.0
C -1.836920 -3.921234 0.392137 0.1 0.0 0.4
C 2.179250 3.662528 -0.890091 0.0 -0.2 -0.1
C 2.054471 2.647013 -1.825900 -0.1 -0.1 0.3
C 1.888247 3.429810 0.444318 -0.2 -0.3 0.2
C 1.470214 2.148536 0.817037 0.1 0.1 -0.6
C -0.782587 -0.481758 3.620154 -0.8 0.1 -0.4
C -3.026261 -1.046416 2.509250 0.0 0.0 0.0
C -1.775630 -0.251697 2.720343 0.2 0.2 0.1
C 1.369698 1.129716 -0.119564 0.1 0.0 0.3
C -0.676853 -2.249251 -2.749296 -0.1 0.1 0.0
C -0.663296 -2.821775 -1.470584 0.3 0.0 -0.2
C -3.032299 -2.448940 -0.991267 -0.1 0.5 0.0
C -1.804828 -2.893508 1.527573 0.0 -0.2 -0.1
C -2.990612 -1.370453 0.095845 -0.1 -0.1 -0.3
C 2.011591 4.501587 1.479061 0.0 0.0 0.1
C 1.745352 -2.553657 -1.474548 0.1 0.1 -0.1
C 1.655397 1.376549 -1.449454 0.0 0.2 -0.1
C 0.583286 -2.971936 -0.852922 -0.1 -0.1 0.2
C 0.266176 1.069960 2.497374 -1.5 -0.5 -0.3
C 1.710542 -1.973478 -2.729459 0.2 0.0 0.0
C 0.486138 -1.831852 -3.362463 0.0 0.0 0.0
H 1.061083 4.639739 1.992325 0.0 0.1 0.1
H 2.500099 4.643642 -1.204161 0.0 0.1 0.0
H -3.228636 -1.617576 3.420841 0.0 0.1 0.0
H -3.890608 -0.753035 0.044679 0.0 0.0 0.0
H 0.435522 -1.395334 -4.349831 0.0 0.0 -0.1
H -3.907970 -3.086611 -0.841674 0.0 0.1 -0.1
H -0.820610 -1.206854 4.412318 -0.1 -0.2 0.1
H 2.620991 -1.647986 -3.209838 0.1 0.0 0.0
H -3.108963 -1.974588 -1.967022 0.0 -0.1 0.0
H 2.689315 -2.678040 -0.963093 0.1 0.0 0.0
H -2.758729 -4.505848 0.471935 0.1 0.0 0.0
H 2.745660 4.211030 2.228850 0.0 0.1 0.1
H -1.607599 -2.147929 -3.285543 -0.1 0.0 0.0
H -0.993553 -4.607210 0.467994 0.0 0.0 0.0
H 2.313781 5.442449 1.028972 0.0 0.1 0.0
H 0.666325 -3.415872 0.126657 -0.1 0.0 0.1
H -1.874621 -3.401391 2.492836 0.1 0.0 0.0
H -0.846991 -2.348111 1.493488 -0.1 -0.1 0.1
H 1.079858 0.134566 0.183801 0.0 -0.1 0.0
H -2.115252 -0.727348 -0.101427 -0.1 -0.1 0.0
H -3.874815 -0.385857 2.314449 0.0 -0.1 0.1
H 1.571037 0.582731 -2.174108 0.0 0.0 -0.1
```
Positions in Å, forces in eV/Å.


2.
Below is an isolated ion of composition C6H11N2OS and charge +1, with properties calculated with the ωB97M-V functional and the def2-TZVPD basis.

Computed properties:
- Total energy: -817.913165 Ha
- Frontier orbital gap: 9.041 eV
- HOMO: -13.6 eV
- Energy relative to the best compared isomer or geometry (same formula, charge and spin): 4.4 kJ/mol
- Charge: +1

XYZ file:
```
21
Properties=species:S:1:pos:R:3:forces:R:3
S -0.880341 0.857156 -1.778201 0.1 -0.1 -0.2
O 0.107005 -1.083865 1.847392 -0.2 -0.2 0.0
N -2.039758 -0.764850 -0.205718 0.0 0.1 0.1
N 0.606877 0.759827 0.593128 0.2 -0.8 -0.5
C -1.662174 -0.595363 -1.433481 0.0 -0.2 0.1
C 1.762358 1.360025 -0.078983 -0.1 0.2 0.2
C -0.658470 1.161938 0.094105 0.0 0.3 0.8
C -1.877269 0.426587 0.635004 -0.4 0.4 -0.1
C 0.740456 -0.641592 0.929029 0.1 0.3 -0.1
C 1.660518 -1.482041 0.083883 0.1 0.0 0.2
H 1.501126 -1.313064 -0.982774 0.0 0.1 0.0
H -1.827491 -1.363211 -2.178610 0.0 0.0 0.0
H -1.854203 0.205434 1.695360 0.3 -0.2 -0.1
H -2.744380 1.065451 0.438181 0.0 -0.1 0.0
H 1.829290 1.099968 -1.140000 0.0 0.0 0.0
H 2.703765 -1.249613 0.300596 0.0 0.0 0.0
H 2.670064 1.032701 0.417539 0.0 0.0 0.0
H 1.494594 -2.524937 0.336550 0.0 0.0 0.0
H -0.797616 2.231124 0.248690 0.1 0.0 -0.3
H -2.444036 -1.624328 0.144060 -0.1 0.0 -0.1
H 1.709685 2.442652 0.034248 0.0 0.0 -0.1
```
Positions in Å, forces in eV/Å.


3.
Below is the molecule C4H8O2, with properties calculated with the ωB97M-V functional and the def2-TZVPD basis.

Computed properties:
- Total energy: -307.643320 Ha
- Frontier orbital gap: 11.304 eV
- HOMO: -10.5 eV
- Energy relative to the best compared isomer or geometry (same formula, charge and spin): 181.5 kJ/mol
- SMILES: CCOC(C)=O

XYZ file:
```
14
Properties=species:S:1:pos:R:3:forces:R:3
O -0.397405 -0.591374 -0.493892 -0.2 -0.2 0.6
O 0.444940 -1.874300 -2.090124 0.6 0.1 0.4
C -0.519935 0.356161 0.597523 -2.6 2.7 -1.0
C 1.924321 -0.171272 -1.184530 1.1 -0.7 -1.5
C 0.698859 -1.032211 -1.285966 -1.6 1.1 1.2
C -1.912940 0.324699 1.488296 1.3 -0.8 -2.0
H -2.886586 0.556238 1.003316 0.9 -0.5 0.0
H -1.911208 -0.616935 2.042427 -0.4 0.1 -0.2
H -0.479236 1.494465 0.243205 0.3 -2.5 0.2
H 1.637399 0.581534 -1.921273 0.0 0.9 0.6
H 0.134361 0.258301 1.414285 1.7 -0.6 0.4
H 2.208812 0.221934 -0.184230 -0.3 -0.3 -0.9
H -1.712600 1.116317 2.173261 0.1 0.6 0.7
H 2.771215 -0.623556 -1.802298 -0.9 0.1 1.5
```
Positions in Å, forces in eV/Å.